1.
Formula: C11H15NO
Source: the OMol25 dataset
Level of theory: wB97M-V/def2-TZVPD

Geometry as XYZ:
```
28
Properties=species:S:1:pos:R:3
C 1.284 1.412 0.002
C 2.230 1.728 0.805
C 2.371 -0.781 -0.612
C -1.234 -1.437 -0.888
C 0.314 -1.317 0.843
C -1.193 -0.959 0.592
C -0.095 -0.525 -1.402
C -1.342 0.599 0.423
C -0.686 0.870 -0.976
C 1.013 -0.847 -0.392
C -2.796 1.072 0.612
N 3.157 -0.725 0.399
O 0.363 1.755 -0.877
H 2.367 2.766 1.150
H 2.827 0.893 1.098
H 2.712 -0.995 -1.651
H -0.727 -2.467 -0.877
H -2.173 -1.523 -1.475
H 0.559 -0.600 1.724
H 0.423 -2.449 1.137
H -1.935 -1.339 1.334
H 0.094 -0.450 -2.531
H -0.796 1.035 1.129
H -1.299 1.459 -1.548
H -3.494 0.817 -0.245
H -2.715 2.181 0.715
H -3.332 0.477 1.442
H 4.103 -0.653 0.068
```

orbital gap = 8.485 eV
energy above the lowest of the compared OMol25 structures with the same formula, charge and spin = 546.6 kJ/mol
HOMO energy = -0.2839 Eh

---

2.
Formula: C11H15NO
Source: the OMol25 dataset
Level of theory: wB97M-V/def2-TZVPD

Geometry as XYZ:
```
28
Properties=species:S:1:pos:R:3
C 3.978 -0.243 -0.057
C 1.705 0.158 -0.056
C 1.900 1.569 0.250
C 0.742 2.325 0.306
C -0.537 1.887 -0.025
C -0.851 0.624 -0.259
C -2.189 0.053 -0.498
C -2.214 -1.097 0.594
C -0.963 -2.084 0.653
C -0.011 -1.745 -0.562
C 0.345 -0.240 -0.405
H 4.571 -1.133 -0.625
H 3.974 0.954 -0.554
H 3.979 -0.263 1.132
H 2.953 1.913 0.735
H 0.930 3.327 0.780
H -1.527 2.553 -0.111
H -2.332 -0.474 -1.393
H -4.136 1.121 -0.059
H -2.924 1.673 -1.165
H -3.264 -1.549 0.216
H -2.071 -0.607 1.627
H -1.570 -3.192 0.754
H -0.492 -1.882 1.705
H 0.995 -2.396 -0.872
H -0.622 -1.805 -1.593
N -3.031 1.321 -0.222
O 2.661 -0.769 -0.296
```

orbital gap = 8.820 eV
energy above the lowest of the compared OMol25 structures with the same formula, charge and spin = 568.8 kJ/mol
HOMO energy = -0.2920 Eh
structure (SMILES) = COc1cccc2c1CCC[C@H]2N

---

3.
Formula: C11H15NPPd
Source: the OMol25 dataset
Level of theory: wB97M-V/def2-TZVPD

Geometry as XYZ:
```
29
Properties=species:S:1:pos:R:3
C -3.406 -0.527 -1.941
C -2.497 -1.516 -2.486
C -1.345 -0.819 -2.996
C -1.507 0.565 -2.727
C -2.782 0.776 -2.105
Pd -1.844 -0.608 -0.536
P -2.110 -1.370 1.449
H -4.348 -0.726 -1.442
H -2.678 -2.584 -2.515
H -0.499 -1.290 -3.502
H -3.219 1.732 -1.798
H -0.817 1.362 -3.025
H -1.018 -2.071 2.067
H -3.159 -2.325 1.322
H -2.550 -0.389 2.391
N 0.725 0.001 -0.071
C 1.832 0.419 0.655
C 2.144 1.785 0.750
C 3.143 2.181 1.659
C 3.824 1.181 2.390
C 3.533 -0.203 2.255
C 2.515 -0.565 1.375
H 0.404 0.573 -0.849
H -0.111 -0.231 0.514
H 1.551 2.490 0.210
H 3.367 3.244 1.797
H 4.619 1.475 3.093
H 4.062 -0.975 2.818
H 2.172 -1.583 1.244
```

multiplicity = 5
orbital gap (spin up / spin down) = 4.779 / 4.923 eV
energy above the lowest of the compared OMol25 structures with the same formula, charge and spin = 39.5 kJ/mol
HOMO energy (spin up / spin down) = -0.2730 / -0.4119 Eh
total charge = +1
expectation value of S² = 6.054